Computed, not measured: C5H11N3 as an isolated structure in a non-equilibrium geometry, with ωB97M-V with the def2-TZVPD basis set.

Properties
Energy above the lowest of the compared OMol25 structures with the same formula, charge and spin, kcal/mol: 169.9
Kohn-Sham gap, eV: 9.10
HOMO level, eV: -8.51
Strongest force on any atom, eV Å⁻¹: 6.674
Charge: 0

Last column: natural (NBO) charge in e.
Geometry (Å):
C (-0.9311, 0.6031, -2.0581)  -0.282
C (-0.1785, 1.6818, -1.0852)  -0.026
C (1.6547, -0.3463, 1.1232)  -0.309
C (0.7087, -0.5490, 2.1804)  -0.170
C (-0.6139, -0.8549, 1.8770)  -0.482
H (-1.2971, -1.5507, -1.9184)  0.390
H (-2.0836, -0.9182, -0.7548)  0.371
H (-1.8335, 1.1520, -2.3933)  0.209
H (-0.1255, 0.4987, -2.8774)  0.229
H (-0.0575, 2.7653, -1.0862)  0.223
H (0.5022, -0.7463, -0.6325)  0.389
H (2.0597, 0.6081, 1.1337)  0.249
H (2.5908, -1.1095, 1.4509)  0.181
H (1.0128, 0.0058, 3.3897)  0.217
H (-1.4229, -0.6553, 2.7830)  0.207
H (-1.0189, -0.9181, 0.7614)  0.215
N (-1.0560, -0.7090, -1.3672)  -0.874
N (0.8636, 1.2597, -0.2731)  -0.259
N (1.2260, -0.2172, -0.2530)  -0.476